DFT (ωB97M-V/def2-TZVPD) results for C25H45BiN3O7SSi as an isolated structure.

Geometry as XYZ:
```
83
Properties=species:S:1:pos:R:3:forces:R:3
Bi 1.759 -0.845 -1.615 0.065 -0.035 -0.066
O 4.191 -2.422 2.215 -0.056 -0.164 0.071
C 3.537 -2.155 1.096 0.038 0.224 -0.128
O 3.730 -1.176 0.411 -0.066 -0.047 0.010
C 2.541 -3.203 0.731 -0.159 -0.218 0.014
C 2.540 -4.468 1.284 0.045 0.043 0.049
C 1.617 -5.395 0.809 -0.049 -0.034 0.065
C 0.725 -5.025 -0.179 -0.091 -0.061 0.037
C 0.783 -3.727 -0.668 0.021 0.147 0.040
N 1.675 -2.855 -0.224 0.091 -0.050 0.002
C -0.160 -3.249 -1.759 -0.129 -0.179 -0.035
O -1.019 -4.000 -2.148 0.074 0.191 -0.016
O 0.048 -2.034 -2.214 0.235 0.166 0.093
H 4.828 -1.715 2.393 0.052 0.107 -0.036
H 3.258 -4.723 2.050 -0.045 0.008 0.004
H 1.596 -6.396 1.220 0.017 0.003 -0.034
H -0.012 -5.706 -0.584 -0.003 0.038 0.002
C -1.135 3.428 1.303 -0.037 -0.078 0.001
C -1.252 2.384 2.408 0.002 0.071 0.081
C 0.059 2.266 3.180 -0.074 -0.119 -0.100
C -2.397 2.736 3.347 -0.004 -0.039 0.000
O -1.612 1.125 1.801 0.003 0.092 0.008
Si -0.903 -0.191 1.197 0.261 0.038 -0.105
S 0.814 0.600 0.120 -0.137 0.079 0.287
O -0.297 -1.234 2.291 -0.086 -0.011 0.035
C -1.011 -1.997 3.305 -0.068 -0.069 0.077
C 0.030 -2.357 4.352 0.029 0.040 0.011
C -1.605 -3.253 2.672 0.080 0.105 -0.125
C -2.120 -1.167 3.944 0.057 0.108 -0.157
O -1.921 -0.981 0.228 -0.229 -0.170 0.098
C -3.096 -0.645 -0.553 -0.015 0.095 -0.090
C -2.653 0.231 -1.717 0.082 0.030 0.034
C -4.137 0.062 0.308 0.162 -0.063 0.067
C -3.657 -1.962 -1.061 0.077 -0.074 0.010
H -0.867 4.397 1.728 -0.009 -0.026 -0.021
H -2.088 3.531 0.779 0.045 -0.013 0.015
H -0.368 3.132 0.586 0.003 0.053 -0.006
H 0.256 3.195 3.716 0.017 -0.007 -0.023
H 0.891 2.073 2.500 0.010 0.019 0.057
H 0.010 1.454 3.907 -0.022 0.003 0.005
H -2.200 3.692 3.834 -0.042 -0.034 -0.007
H -2.514 1.968 4.113 0.012 0.046 -0.004
H -3.333 2.811 2.790 0.036 0.004 0.026
H 0.872 -2.868 3.882 0.019 -0.024 -0.010
H -0.404 -3.019 5.104 0.022 0.035 -0.013
H 0.402 -1.458 4.848 -0.008 -0.058 -0.024
H -0.823 -3.976 2.435 0.064 -0.018 -0.045
H -2.130 -2.998 1.751 -0.043 -0.013 0.043
H -2.309 -3.723 3.361 0.047 -0.019 -0.006
H -1.718 -0.249 4.373 -0.004 -0.010 -0.014
H -2.595 -1.740 4.741 0.006 -0.002 -0.027
H -2.884 -0.899 3.209 -0.007 -0.008 0.053
H -2.225 1.169 -1.349 -0.022 -0.029 -0.026
H -3.503 0.459 -2.362 0.014 0.025 0.003
H -1.900 -0.306 -2.300 -0.075 0.008 0.016
H -3.758 1.011 0.682 -0.032 0.034 -0.002
H -4.401 -0.567 1.162 -0.021 0.039 -0.044
H -5.038 0.243 -0.280 0.027 -0.020 0.016
H -2.911 -2.505 -1.641 -0.028 0.012 -0.028
H -4.527 -1.772 -1.693 0.019 -0.036 0.024
H -3.967 -2.591 -0.224 -0.005 0.032 -0.021
C 2.439 5.042 -3.287 0.022 -0.085 0.000
C 2.607 3.835 -4.202 -0.024 0.072 0.139
N 2.300 2.562 -3.533 -0.020 0.113 0.015
C 3.386 2.013 -2.731 0.009 -0.219 -0.154
C 4.252 1.025 -3.509 -0.070 -0.008 0.087
C 1.106 1.965 -3.630 -0.199 0.031 -0.093
C 0.030 2.678 -4.407 -0.031 0.004 0.012
N 0.831 0.808 -3.088 0.168 -0.059 -0.091
H 2.680 5.956 -3.831 -0.011 -0.020 0.024
H 3.103 4.981 -2.424 -0.035 0.008 -0.018
H 1.414 5.118 -2.919 0.019 0.015 -0.015
H 3.640 3.771 -4.547 0.005 -0.023 -0.036
H 1.991 3.942 -5.089 0.005 -0.052 -0.040
H 2.970 1.577 -1.820 -0.020 0.015 0.029
H 4.001 2.847 -2.398 -0.019 0.047 0.062
H 3.649 0.233 -3.959 0.001 0.001 0.026
H 4.995 0.572 -2.851 -0.011 0.016 -0.047
H 4.778 1.535 -4.316 -0.003 -0.016 -0.002
H -0.045 3.725 -4.119 0.004 -0.017 -0.017
H -0.930 2.202 -4.223 0.001 -0.003 -0.010
H 0.232 2.629 -5.478 0.019 0.006 -0.003
H -0.142 0.565 -3.232 0.025 0.005 -0.008
```
Positions in Å, forces in eV/Å.

Summary:
- highest occupied orbital energy (eV) = -11.64
- gap between HOMO and LUMO (eV) = 8.4146
- total charge = +1
- electronic energy (eV) = -70013.8457